This record from the Open Molecules 2025 dataset describes a cluster of 10 separate species, C40H96N4O10 in total at a distorted geometry. The level of theory is ωB97M-V/def2-TZVPD.

Last column: Mulliken charge in e.
CARTESIAN COORDINATES (ANGSTROEM)
C -0.62 0.29 -0.76  1.592
O -1.94 0.72 -0.89  -0.740
H -0.19 -0.01 -1.72  -0.428
H -0.02 1.15 -0.42  -0.417
H -0.44 -0.53 -0.06  -0.266
H -2.12 1.07 -1.79  0.345
C 3.01 1.81 -2.46  -0.887
O 3.31 0.42 -2.49  -0.165
H 3.79 2.49 -2.12  0.363
H 2.76 2.22 -3.45  0.240
H 2.07 1.94 -1.92  0.263
H 4.13 0.36 -3.00  0.205
C 0.97 1.31 -5.66  -0.769
O 0.65 0.98 -4.31  -0.047
H 1.99 1.68 -5.73  0.273
H 0.81 0.47 -6.35  0.254
H 0.27 2.05 -6.07  0.315
H 1.48 0.55 -4.07  0.054
C 1.53 -2.53 -2.78  0.182
O 2.54 -2.07 -3.65  -0.643
H 0.70 -1.79 -2.78  -0.260
H 0.99 -3.41 -3.13  0.447
H 1.84 -2.60 -1.74  0.037
H 2.91 -1.29 -3.21  0.424
O -2.22 1.89 1.65  -0.674
H -2.23 1.64 0.71  0.428
H -2.19 1.05 2.12  0.414
O -2.24 1.74 -3.37  -0.465
H -1.37 1.98 -3.74  0.162
H -2.85 2.40 -3.71  0.239
C -2.27 -2.07 -2.79  -0.705
C -2.83 -2.60 -4.13  1.890
C -2.79 -4.14 -4.07  -1.169
C -3.97 -4.78 -3.34  -0.505
C -5.29 -4.27 -3.88  -1.375
C -5.43 -2.73 -3.87  1.699
N -4.19 -2.15 -4.37  0.150
O -4.26 -0.75 -4.47  -0.477
C -6.55 -2.40 -4.87  -2.058
C -5.83 -2.25 -2.45  -1.638
C -1.91 -2.14 -5.26  -2.004
H -1.38 -2.65 -2.55  0.219
H -2.98 -2.00 -1.97  -0.052
H -1.88 -1.06 -2.94  0.020
H -2.72 -4.55 -5.08  0.444
H -1.92 -4.57 -3.57  0.305
H -3.97 -4.66 -2.25  0.094
H -3.99 -5.87 -3.45  0.442
H -6.18 -4.56 -3.32  0.469
H -5.47 -4.69 -4.87  0.432
H -6.19 -2.60 -5.88  0.467
H -7.39 -3.10 -4.75  0.417
H -6.99 -1.41 -4.75  0.339
H -6.87 -2.54 -2.32  0.537
H -5.14 -2.70 -1.73  0.300
H -5.74 -1.18 -2.25  0.304
H -2.34 -2.40 -6.23  0.536
H -0.91 -2.56 -5.18  0.286
H -1.91 -1.05 -5.20  0.318
H -4.20 -0.38 -3.57  0.334
C 3.12 8.18 1.35  -1.842
C 2.92 6.99 0.39  1.787
C 4.13 6.06 0.39  -1.171
C 4.13 5.03 1.53  -1.342
C 2.81 4.23 1.47  0.189
C 1.59 5.15 1.64  1.904
N 1.67 6.28 0.71  0.330
O 0.54 7.11 0.76  -0.489
C 0.34 4.31 1.34  -1.983
C 1.58 5.66 3.10  -1.884
C 2.75 7.50 -1.06  -2.015
H 3.88 8.86 0.94  0.489
H 3.49 7.97 2.35  0.334
H 2.21 8.78 1.38  0.375
H 4.48 5.68 -0.57  0.381
H 5.00 6.66 0.71  0.434
H 4.28 5.48 2.51  0.326
H 4.96 4.33 1.46  0.517
H 3.01 3.55 2.30  -0.128
H 2.57 3.55 0.65  -0.017
H 0.49 3.54 0.58  0.161
H 0.05 3.77 2.24  0.363
H -0.53 4.91 1.09  0.472
H 0.88 6.49 3.24  0.413
H 1.40 4.96 3.92  0.374
H 2.53 6.15 3.32  0.367
H 1.98 8.27 -1.12  0.429
H 2.51 6.71 -1.76  0.392
H 3.73 7.91 -1.33  0.467
H 0.07 6.94 -0.06  0.359
C -4.41 -1.31 5.49  -2.022
C -3.27 -2.08 4.86  1.471
C -3.52 -3.58 5.14  -1.199
C -2.66 -4.47 4.24  -0.787
C -3.08 -4.16 2.80  -1.342
C -2.92 -2.75 2.30  2.384
N -3.22 -1.82 3.41  0.239
O -3.10 -0.46 3.13  -0.360
C -1.49 -2.49 1.83  -1.867
C -3.89 -2.51 1.14  -2.230
C -1.95 -1.61 5.49  -1.730
H -4.47 -1.56 6.56  0.430
H -5.43 -1.58 5.19  0.401
H -4.27 -0.23 5.46  0.413
H -3.24 -3.85 6.16  0.439
H -4.60 -3.72 5.06  0.417
H -2.86 -5.52 4.47  0.406
H -1.60 -4.22 4.36  0.315
H -4.06 -4.64 2.67  0.462
H -2.46 -4.85 2.21  0.400
H -1.24 -3.11 0.96  0.577
H -1.38 -1.47 1.46  -0.172
H -0.71 -2.83 2.52  0.411
H -3.74 -1.49 0.78  0.459
H -3.83 -3.23 0.32  0.244
H -4.93 -2.57 1.47  0.492
H -1.11 -2.13 5.03  0.286
H -2.00 -1.67 6.58  0.476
H -1.86 -0.55 5.27  0.357
H -4.01 -0.18 2.95  0.314
C 6.77 -0.78 1.42  -1.866
C 5.42 -1.50 1.43  1.407
C 5.22 -2.27 2.74  -0.974
C 3.79 -2.44 3.26  -0.741
C 3.02 -1.11 3.13  -1.610
C 3.03 -0.56 1.69  2.675
N 4.42 -0.45 1.22  0.149
O 4.40 -0.01 -0.14  -0.307
C 2.15 -1.48 0.85  -0.783
C 2.40 0.82 1.78  -2.280
C 5.52 -2.55 0.26  -1.734
H 7.62 -1.47 1.37  0.423
H 6.99 -0.13 2.27  0.405
H 6.85 -0.06 0.60  0.291
H 5.58 -3.27 2.49  0.370
H 5.82 -1.81 3.52  0.363
H 3.79 -2.80 4.28  0.491
H 3.20 -3.14 2.66  0.290
H 3.28 -0.33 3.85  0.429
H 1.99 -1.34 3.45  0.436
H 2.67 -2.40 0.57  0.448
H 1.18 -1.65 1.31  -0.038
H 1.91 -1.11 -0.15  -0.606
H 2.67 1.45 0.93  0.101
H 1.34 0.84 2.03  0.386
H 2.81 1.45 2.59  0.506
H 5.84 -2.07 -0.67  0.314
H 4.56 -3.06 0.21  0.406
H 6.33 -3.23 0.51  0.551
H 4.37 0.95 -0.02  0.332

Results
Energy above the lowest of the compared OMol25 structures with the same formula, charge and spin ... 0.850 eV
SMILES ... CC1(C)CCCC(C)(C)N1O.CC1(C)CCCC(C)(C)N1O.CC1(C)CCCC(C)(C)N1O.CC1(C)CCCC(C)(C)N1O.CO.CO.CO.CO.O.O
Energy ... -2552.77728 hartree

This record from the Open Molecules 2025 dataset describes a cluster of 11 separate species, C78H181N11O18 in total at a distorted geometry. The level of theory is ωB97M-V/def2-TZVPD.

Last column: Mulliken charge in e.
CARTESIAN COORDINATES (ANGSTROEM)
C 3.48 2.49 6.38  -0.837
O 2.41 1.55 6.21  -0.380
C 1.52 2.00 5.16  -0.264
C 0.21 1.32 5.43  0.102
N -0.40 1.80 6.71  -0.278
C -1.69 1.18 7.05  -0.755
C -1.65 -0.35 7.48  -0.817
O -1.40 -1.19 6.38  -0.167
C -2.52 -1.44 5.49  0.060
H 4.05 2.73 5.48  0.224
H 4.19 2.06 7.08  0.239
H 3.01 3.34 6.87  0.407
H 1.87 1.76 4.16  0.010
H 1.19 3.04 5.09  0.303
H 0.45 0.27 5.61  0.730
H -0.55 1.40 4.66  -0.431
H 0.31 1.60 7.40  0.327
H -2.45 1.31 6.29  0.237
H -2.16 1.71 7.88  0.495
H -2.51 -0.68 8.06  0.427
H -0.92 -0.50 8.27  0.352
H -2.06 -1.85 4.59  -0.567
H -3.08 -0.59 5.11  0.304
H -3.18 -2.22 5.85  0.375
C 5.84 -4.06 7.65  -0.810
O 4.71 -4.76 8.11  -0.317
C 4.96 -6.21 8.19  -0.527
C 3.51 -6.80 8.29  -0.821
N 2.82 -6.39 7.06  -0.260
C 1.40 -6.64 7.15  -0.837
C 0.86 -6.30 5.77  -0.509
O 0.90 -4.89 5.46  -0.390
C 0.02 -4.42 4.41  0.156
H 5.51 -3.04 7.43  0.248
H 6.23 -4.38 6.68  0.325
H 6.70 -4.00 8.32  0.323
H 5.46 -6.43 9.14  0.403
H 5.48 -6.55 7.29  0.352
H 3.02 -6.55 9.23  0.357
H 3.49 -7.89 8.41  0.406
H 3.01 -5.41 6.88  0.281
H 0.95 -6.06 7.96  0.413
H 1.15 -7.69 7.29  0.399
H -0.13 -6.75 5.73  0.394
H 1.54 -6.85 5.12  0.283
H 0.48 -4.80 3.50  0.046
H -0.09 -3.34 4.34  -0.120
H -0.98 -4.83 4.56  0.223
C -3.38 3.58 1.99  -0.652
O -3.11 4.29 3.22  -0.483
C -2.04 3.71 3.99  0.179
C -1.90 4.34 5.40  -1.386
N -2.02 5.82 5.14  -0.022
C -2.30 6.67 6.29  -0.605
C -2.47 8.06 5.83  -0.684
O -3.30 8.10 4.67  -0.223
C -3.59 9.44 4.30  -0.831
H -2.51 3.55 1.34  0.183
H -4.34 3.88 1.56  0.432
H -3.54 2.52 2.19  0.276
H -1.13 4.02 3.47  0.098
H -2.08 2.63 4.08  0.178
H -0.96 4.17 5.93  0.441
H -2.59 3.93 6.14  0.541
H -1.08 6.00 4.82  0.219
H -1.40 6.67 6.90  0.281
H -3.17 6.34 6.86  0.388
H -1.47 8.42 5.59  0.317
H -2.76 8.74 6.63  0.445
H -4.33 9.38 3.50  0.252
H -2.76 9.99 3.86  0.318
H -4.04 10.04 5.09  0.320
C -2.54 -0.23 -8.00  -0.919
O -1.58 0.03 -6.99  -0.201
C -1.10 -1.21 -6.48  -0.634
C 0.16 -0.77 -5.65  0.171
N 1.16 -0.17 -6.51  -0.348
C 2.28 0.46 -5.69  0.674
C 3.35 1.04 -6.67  -1.064
O 3.33 2.51 -6.76  -0.335
C 2.22 3.00 -7.49  -0.412
H -2.11 0.09 -8.94  0.339
H -3.45 0.37 -7.97  0.106
H -2.94 -1.24 -8.10  0.405
H -0.79 -1.91 -7.25  0.454
H -1.76 -1.72 -5.77  0.306
H 0.46 -1.74 -5.28  -0.164
H 0.00 -0.08 -4.82  0.013
H 0.61 0.47 -7.07  0.355
H 2.73 -0.30 -5.06  0.038
H 1.77 1.20 -5.07  -0.030
H 3.28 0.67 -7.69  0.476
H 4.33 0.90 -6.21  0.298
H 2.03 2.51 -8.45  0.366
H 2.43 4.02 -7.83  0.262
H 1.32 2.97 -6.88  -0.081
C 0.03 5.05 -0.21  -0.938
O 1.33 4.44 -0.29  0.587
C 2.41 5.23 0.17  -1.427
C 3.78 4.50 0.14  0.095
N 3.99 3.57 1.22  -0.223
C 5.36 3.16 1.43  -0.816
C 5.54 2.04 2.50  -0.172
O 4.95 0.77 2.12  -0.044
C 4.76 -0.05 3.24  -0.250
H -0.21 5.96 -0.76  0.364
H -0.27 5.18 0.83  0.396
H -0.60 4.32 -0.73  0.055
H 2.30 5.55 1.20  0.348
H 2.39 6.05 -0.55  0.349
H 4.61 5.20 0.10  0.636
H 3.80 3.81 -0.69  -0.271
H 3.35 2.82 1.02  -0.104
H 5.91 4.03 1.79  0.521
H 5.81 2.96 0.46  0.143
H 5.13 2.46 3.42  -0.205
H 6.60 1.94 2.77  0.455
H 4.09 -0.82 2.86  -0.109
H 4.19 0.43 4.03  0.038
H 5.62 -0.48 3.75  0.368
C -5.62 2.46 -5.74  -1.158
O -4.76 2.08 -4.67  0.095
C -3.41 2.52 -4.64  0.538
C -3.43 3.96 -4.10  -1.546
N -2.24 4.44 -3.44  0.019
C -1.13 4.63 -4.35  -0.581
C 0.12 5.13 -3.64  -0.394
O 1.14 5.51 -4.59  0.083
C 1.10 6.84 -4.97  -1.013
H -5.17 2.31 -6.73  0.351
H -6.01 3.47 -5.71  0.342
H -6.47 1.79 -5.85  0.332
H -2.97 2.56 -5.64  0.513
H -2.86 1.88 -3.95  -0.459
H -4.36 4.02 -3.54  0.525
H -3.61 4.66 -4.92  0.508
H -2.32 5.32 -2.96  0.264
H -1.39 5.32 -5.15  0.331
H -0.84 3.70 -4.83  0.252
H 0.50 4.39 -2.94  -0.234
H -0.16 6.00 -3.04  0.445
H 0.07 7.04 -5.29  0.410
H 1.79 7.17 -5.75  0.144
H 1.20 7.48 -4.09  0.325
C 5.52 1.52 -2.05  -0.830
O 5.36 2.92 -2.29  -0.328
C 4.79 3.17 -3.56  -0.359
C 4.32 4.65 -3.72  -0.301
N 5.47 5.54 -3.48  -0.473
C 5.15 6.97 -3.31  -0.706
C 4.60 7.65 -4.60  0.496
O 4.06 8.90 -4.25  -0.339
C 3.79 9.70 -5.40  -0.765
H 6.27 1.42 -1.26  0.330
H 5.82 0.89 -2.89  0.474
H 4.63 1.12 -1.56  0.143
H 3.83 2.67 -3.72  -0.009
H 5.51 2.83 -4.30  0.735
H 3.63 4.88 -2.91  -0.154
H 3.88 4.85 -4.69  0.450
H 5.97 5.18 -2.68  0.351
H 6.13 7.43 -3.19  0.426
H 4.67 7.13 -2.34  0.280
H 3.75 7.05 -4.91  -0.561
H 5.26 7.67 -5.47  0.343
H 4.70 10.06 -5.88  0.318
H 3.18 10.52 -5.02  0.285
H 3.09 9.25 -6.11  0.293
C 1.51 -4.20 -3.68  -1.918
C 2.27 -4.93 -2.59  1.928
C 3.72 -4.89 -3.09  -1.559
C 4.87 -5.19 -2.06  -0.773
C 4.57 -4.25 -0.85  -1.687
C 3.16 -4.35 -0.19  2.324
N 2.19 -4.17 -1.32  0.327
O 0.89 -4.04 -0.90  1.795
C 2.98 -5.69 0.47  -1.461
C 3.11 -3.20 0.84  -1.883
C 1.87 -6.46 -2.54  -1.342
H 1.69 -3.14 -3.83  -0.014
H 0.44 -4.23 -3.49  0.181
H 1.59 -4.80 -4.59  0.641
H 3.94 -5.56 -3.92  0.369
H 3.87 -3.91 -3.56  0.377
H 5.87 -4.88 -2.39  0.506
H 5.05 -6.20 -1.71  0.366
H 4.84 -3.25 -1.20  0.381
H 5.38 -4.44 -0.14  0.477
H 3.42 -5.66 1.46  0.547
H 1.92 -5.91 0.61  -0.004
H 3.41 -6.58 0.00  0.260
H 3.98 -3.17 1.50  0.726
H 2.96 -2.27 0.30  0.087
H 2.25 -3.25 1.50  -0.089
H 1.53 -6.86 -3.50  0.491
H 1.04 -6.57 -1.84  -0.176
H 2.64 -7.15 -2.21  0.314
H 0.64 -3.12 -0.92  -0.674
C -1.86 -7.10 -0.73  -1.681
C -2.32 -6.12 0.33  2.412
C -2.68 -4.77 -0.46  -0.641
C -3.56 -3.88 0.45  1.117
C -4.84 -4.63 0.96  -2.176
C -4.52 -5.91 1.77  1.762
N -3.52 -6.71 1.00  0.618
O -3.42 -8.04 1.49  -0.539
C -4.06 -5.58 3.19  -1.399
C -5.89 -6.61 1.79  -2.078
C -1.23 -5.64 1.34  -0.777
H -2.56 -7.28 -1.54  0.421
H -1.52 -8.04 -0.29  0.661
H -1.01 -6.60 -1.21  -0.253
H -1.76 -4.22 -0.66  -0.989
H -3.10 -4.95 -1.45  0.781
H -3.82 -3.09 -0.25  -0.515
H -3.08 -3.52 1.36  -0.057
H -5.47 -4.93 0.13  0.461
H -5.45 -3.89 1.48  0.641
H -4.90 -5.35 3.85  0.474
H -3.63 -6.51 3.57  0.440
H -3.32 -4.79 3.10  -0.130
H -5.99 -7.45 2.49  0.421
H -6.64 -5.94 2.21  0.393
H -6.26 -6.97 0.83  0.400
H -1.51 -4.82 2.00  -0.543
H -0.24 -5.47 0.91  -0.616
H -1.03 -6.47 2.01  0.803
H -3.58 -8.58 0.71  0.333
C -0.09 0.91 -1.96  -0.692
C 0.87 -0.02 -1.20  2.412
C 1.75 0.89 -0.26  -0.756
C 0.98 1.39 0.97  -0.334
C 0.41 0.26 1.75  -0.792
C -0.44 -0.71 0.89  2.743
N 0.19 -1.06 -0.42  0.867
O -0.68 -1.81 -1.16  3.053
C -0.55 -1.93 1.89  -1.035
C -1.85 0.00 0.82  -0.899
C 1.77 -0.73 -2.17  -0.286
H -0.73 0.41 -2.69  -1.252
H -0.87 1.31 -1.30  -0.398
H 0.48 1.68 -2.46  0.626
H 2.54 0.22 0.09  0.290
H 2.27 1.70 -0.78  0.216
H 1.49 2.07 1.66  0.981
H 0.10 1.98 0.70  -1.050
H -0.18 0.63 2.58  -1.015
H 1.25 -0.26 2.21  0.883
H -1.03 -1.58 2.80  -0.360
H 0.45 -2.27 2.16  0.013
H -1.12 -2.71 1.39  -0.936
H -2.46 -0.07 1.73  0.790
H -2.48 -0.46 0.06  -0.480
H -1.79 1.06 0.56  -0.408
H 2.47 0.03 -2.50  0.126
H 2.34 -1.59 -1.81  -0.535
H 1.18 -1.21 -2.95  -0.521
H -1.28 -1.13 -1.49  -1.319
C -2.86 -2.43 -3.31  -1.013
C -4.26 -1.78 -3.26  2.134
C -5.18 -3.04 -3.07  -1.080
C -6.58 -2.66 -2.63  -1.024
C -6.61 -1.81 -1.34  -1.044
C -5.74 -0.60 -1.50  1.764
N -4.41 -0.87 -2.12  0.947
O -3.53 0.21 -2.32  0.643
C -6.43 0.56 -2.21  -1.630
C -5.52 -0.16 0.02  -2.115
C -4.51 -1.17 -4.65  -1.464
H -2.07 -1.72 -3.52  -0.259
H -2.75 -3.31 -3.94  0.825
H -2.54 -2.84 -2.34  -1.108
H -5.40 -3.49 -4.03  0.524
H -4.83 -3.75 -2.31  -0.257
H -7.21 -3.55 -2.51  0.487
H -7.09 -2.20 -3.47  0.505
H -6.29 -2.50 -0.56  0.093
H -7.61 -1.40 -1.20  0.586
H -5.77 1.43 -2.20  0.339
H -6.43 0.29 -3.26  0.268
H -7.47 0.74 -1.95  0.291
H -5.04 0.81 0.16  0.497
H -6.42 -0.01 0.61  0.423
H -4.82 -0.76 0.62  0.165
H -4.17 -1.87 -5.41  0.490
H -3.91 -0.29 -4.87  -0.243
H -5.57 -0.96 -4.76  0.376
H -4.08 0.75 -2.90  -0.473

Results
Energy above the lowest of the compared OMol25 structures with the same formula, charge and spin ... 4.329 eV
SMILES ... CC1(C)CCCC(C)(C)N1O.CC1(C)CCCC(C)(C)N1O.CC1(C)CCCC(C)(C)N1O.CC1(C)CCCC(C)(C)N1O.COCCNCCOC.COCCNCCOC.COCCNCCOC.COCCNCCOC.COCCNCCOC.COCCNCCOC.COCCNCCOC
Energy ... -5036.39617 hartree

This record from the Open Molecules 2025 dataset describes an isolated molecule of C13H16N2O. The level of theory is ωB97M-V/def2-TZVPD.

Last column: natural (NBO) charge in e.
CARTESIAN COORDINATES (ANGSTROEM)
C -0.82 -3.87 -0.52  -0.601
C -0.16 -2.84 0.39  -0.419
C -0.42 -1.39 0.05  -0.016
C 0.62 -0.56 -0.24  -0.160
C 0.44 0.81 -0.58  0.007
C 1.65 1.65 -0.88  -0.426
C 2.63 1.72 0.31  -0.420
C 3.36 3.06 0.41  -0.053
O 3.94 3.28 1.69  -0.711
C -0.82 1.32 -0.63  -0.211
C -1.93 0.51 -0.31  0.100
N -3.17 1.06 -0.34  -0.362
C -4.16 0.28 0.00  0.010
C -3.96 -1.07 0.37  0.004
N -2.78 -1.63 0.40  -0.391
C -1.73 -0.85 0.04  0.159
H -1.90 -3.77 -0.55  0.225
H -0.58 -4.87 -0.17  0.208
H -0.41 -3.78 -1.53  0.201
H 0.92 -2.99 0.35  0.202
H -0.45 -3.01 1.43  0.219
H 1.63 -0.96 -0.22  0.200
H 2.16 1.21 -1.74  0.217
H 1.34 2.66 -1.16  0.209
H 3.36 0.91 0.25  0.209
H 2.07 1.57 1.24  0.198
H 2.67 3.87 0.15  0.152
H 4.20 3.08 -0.29  0.179
H 3.23 3.22 2.34  0.460
H -0.99 2.35 -0.89  0.222
H -5.16 0.69 -0.01  0.194
H -4.81 -1.68 0.66  0.194

Results
Energy above the lowest of the compared OMol25 structures with the same formula, charge and spin ... 0.651 eV
SMILES ... CCc1cc(CCCO)cc2nccnc12
Energy ... -689.72492 hartree

This record from the Open Molecules 2025 dataset describes the ion C3H4IN2O with charge +1 at a distorted geometry. The level of theory is ωB97M-V/def2-TZVPD.

Last column: natural (NBO) charge in e.
CARTESIAN COORDINATES (ANGSTROEM)
C 0.71 1.63 -0.44  0.773
C -2.60 0.49 -0.63  -0.315
C -1.31 0.27 -0.46  0.042
N 1.88 -0.65 -0.30  -0.294
N 2.72 -0.79 0.58  -0.401
O -0.41 1.29 -0.49  -0.467
I -0.41 -1.65 -0.09  0.418
H -3.32 -0.32 -0.62  0.266
H -2.98 1.49 -0.80  0.249
H 2.74 -0.27 1.47  0.360
H 3.46 -1.50 0.47  0.369

Results
Total charge ... +1
Energy above the lowest of the compared OMol25 structures with the same formula, charge and spin ... 6.300 eV
Energy ... -598.63325 hartree

This record from the Open Molecules 2025 dataset describes an isolated molecule of C6H8BrNO2 at a distorted geometry. The level of theory is ωB97M-V/def2-TZVPD.

Last column: natural (NBO) charge in e.
CARTESIAN COORDINATES (ANGSTROEM)
C -1.14 0.90 0.83  -0.066
C -1.34 -0.46 0.85  -0.285
C 0.07 1.57 0.26  -0.483
C 0.27 1.18 -1.20  -0.501
C -0.43 -1.50 0.66  -0.041
C 0.66 -0.23 -1.45  -0.203
N 0.85 -1.49 1.14  0.439
O 1.38 -0.52 1.65  -0.437
O 1.56 -2.51 0.95  -0.416
Br -0.02 -1.31 -2.76  0.128
H -2.04 1.44 1.11  0.207
H -2.35 -0.87 0.86  0.227
H 0.09 2.68 0.54  0.231
H 0.81 1.15 0.84  0.274
H -0.60 1.29 -1.94  0.227
H 1.17 1.74 -1.50  0.252
H -0.68 -2.57 0.49  0.244
H 1.73 -0.47 -1.31  0.202

Results
Energy above the lowest of the compared OMol25 structures with the same formula, charge and spin ... 6.855 eV
Energy ... -3012.42938 hartree